15
Properties=species:S:1:pos:R:3 method="wB97M-V/def2-TZVPD" gap_ev=9.50 e_lumo_ev=-0.66 energy_ev=-633540.5731 homo_energy_ev=-10.165
C -2.0059 -0.5343 -1.2431
Br -3.7450 -0.5976 -2.1647
Br -1.3821 -2.4013 -0.7425
Br -2.1580 0.6076 0.3962
H -1.2541 -0.0696 -1.8810
C 1.8595 1.6393 -1.6815
Br 0.7999 0.9580 -3.1687
Br 2.3596 0.1624 -0.4104
Br 0.7727 3.0019 -0.7527
H 2.7665 2.0683 -2.1073
C 0.4300 -0.8604 2.6006
Br 1.0795 -2.7033 2.2761
Br 1.6696 0.2250 3.6799
Br -1.3109 -1.0721 3.5474
H 0.1188 -0.4241 1.6515



10
Properties=species:S:1:pos:R:3 method="wB97M-V/def2-TZVPD" gap_ev="7.20 / 6.96" e_lumo_ev="-2.08 / -1.94" energy_ev=-109077.4442 homo_energy_ev="-9.281 / -8.907"
C -0.7267 0.2651 -1.6063
C -1.4438 0.9649 -0.7732
C 1.3295 -0.8678 1.1724
S 0.6566 -2.0760 0.0415
Cl -0.1882 0.5696 -3.1716
Cl -2.1388 2.6340 -1.0067
Br -2.0170 0.2467 0.9399
H 0.9878 0.1140 0.9578
H 2.3786 -0.8662 1.2670
H 1.1620 -0.9843 2.1792



Record order is preserved below.
ΔE to the lowest compared entry with this formula, charge and spin: 44.0; 331.8 kJ/mol